No. 1
{
  "formula": "C10H18NP2",
  "method": "ωB97M-V/def2-TZVPD",
  "symbols": ["C", "C", "C", "C", "C", "C", "C", "C", "C", "C", "N", "P", "P", "H", "H", "H", "H", "H", "H", "H", "H", "H", "H", "H", "H", "H", "H", "H", "H", "H", "H"],
  "xyz": [[2.5502, -3.1970, -0.1193], [2.4642, 0.8997, -1.1114], [-2.5577, -1.0610, 1.1869], [0.9218, 1.1549, -1.2850], [-1.8524, 0.2731, 1.1897], [2.7198, 1.0918, 0.4328], [-2.0482, -1.8971, -0.0202], [0.2779, 0.3613, -0.2086], [-1.2413, 0.6823, -0.1489], [-1.8969, 1.9847, -0.4834], [1.6119, -2.5446, 0.0447], [1.3181, 0.5563, 1.4686], [-1.3058, -0.7668, -1.2674], [3.4285, -3.7512, -0.3203], [2.8171, -0.0286, -1.3027], [3.1929, 1.5178, -1.5322], [-2.5075, -1.4954, 2.1000], [-3.5730, -1.0901, 0.9247], [0.8476, 2.2427, -1.3623], [0.4533, 0.8391, -2.1842], [-2.6408, 1.1176, 1.5492], [-1.2323, 0.1210, 2.0452], [3.7567, 0.6436, 0.5506], [2.8588, 2.2345, 0.4078], [-1.3282, -2.7205, 0.3618], [-2.7936, -2.4871, -0.5646], [0.3042, -0.8025, -0.4776], [-1.6845, 2.2887, -1.5597], [-1.4601, 2.7771, 0.3189], [-3.0429, 1.9555, -0.3938], [1.6423, -0.8998, 1.7609]],
  "atomic_forces_ev_per_a": [[-1.450, 1.136, 0.111], [-2.199, 1.028, 2.343], [-0.292, 0.223, -4.066], [3.180, 0.035, -0.784], [-3.127, 1.343, 1.644], [2.129, 1.570, -1.786], [2.246, -1.467, 1.166], [-1.821, 1.009, 1.128], [-1.022, -1.090, 1.710], [0.585, 2.696, -0.578], [1.089, -1.041, -0.308], [-0.246, -1.419, -0.426], [0.044, -0.398, 0.669], [0.377, -0.353, 0.015], [0.282, -3.379, -1.093], [0.398, 1.504, -1.378], [0.520, -1.771, 2.609], [-1.858, 1.065, 0.177], [-0.738, -0.028, 1.066], [0.184, -0.413, -1.407], [1.951, -1.939, -0.787], [1.378, 0.765, 0.203], [-1.373, 0.501, 0.696], [-0.317, -1.560, 1.222], [-0.645, 1.301, -0.993], [-0.190, 0.221, 0.062], [0.668, 0.253, 0.057], [-0.098, 0.085, 1.429], [-1.201, -1.493, -2.153], [1.861, -0.165, 0.066], [-0.316, 1.780, -0.616]],
  "nbo_charge": [0.16, -0.37, -0.40, -0.48, -0.42, -0.76, -0.79, -0.43, -0.35, -0.63, -0.40, 0.64, 1.07, 0.25, 0.20, 0.23, 0.23, 0.22, 0.26, 0.23, 0.24, 0.24, 0.27, 0.25, 0.29, 0.27, 0.26, 0.23, 0.24, 0.25, 0.02],
  "de_lowest_kcal_mol": 66.6,
  "e_lumo_ev": -4.90,
  "multiplicity": 1,
  "charge": 1
}


No. 2
{
  "formula": "C10H18O",
  "method": "ωB97M-V/def2-TZVPD",
  "symbols": ["C", "C", "C", "C", "C", "C", "C", "C", "C", "C", "H", "H", "H", "H", "H", "H", "H", "H", "H", "H", "H", "H", "H", "H", "H", "H", "H", "H", "O"],
  "xyz": [[-2.1499, -1.5563, -0.3954], [-1.1826, -0.3051, -0.2342], [-1.3658, 1.1395, -1.0089], [0.0969, 1.8598, -0.8578], [0.7961, 1.0551, 0.3773], [0.0457, 1.0043, 1.7627], [-1.1956, -0.0706, 1.2566], [1.2016, -0.4276, -0.2305], [1.8800, -0.2847, -1.3636], [1.7865, -1.2464, 0.7703], [-2.0573, -1.4824, -1.5948], [-3.4535, -1.5693, -0.0249], [-1.3416, -2.6093, -0.2432], [-2.0594, 1.2177, -2.2430], [-2.1995, 1.6553, -0.2024], [-0.1483, 2.9294, -0.4577], [0.7291, 2.0492, -1.7512], [1.6339, 1.5182, 0.5271], [0.7359, 0.5318, 2.4702], [-0.3073, 1.9973, 2.0445], [-0.8187, -0.8988, 1.7594], [-2.0972, 0.4980, 1.9703], [2.8163, -0.0384, -0.9585], [1.7604, -1.2795, -1.8308], [1.4538, 0.2301, -2.2836], [1.3120, -1.3482, 1.8039], [2.6556, -0.8852, 0.8646], [1.6089, -2.5236, 0.6196], [-0.1359, -1.1602, -0.5462]],
  "atomic_forces_ev_per_a": [[-2.108, -1.318, -3.346], [-3.353, -1.492, 0.835], [-2.435, 0.053, 0.035], [-2.475, 0.998, 2.635], [-3.815, -2.232, -2.133], [-1.007, -1.678, -4.013], [0.337, 5.689, 4.447], [-9.608, 1.776, 5.070], [1.764, -1.315, -7.742], [-6.048, -7.725, 2.706], [-1.319, -0.929, 2.260], [4.424, 0.050, -1.063], [-3.505, 3.182, 0.300], [2.608, -0.603, 3.903], [2.464, -1.067, -2.557], [0.537, -1.740, -0.661], [-0.610, -0.743, 0.647], [5.343, 2.673, 0.695], [-0.506, 0.342, 0.122], [0.074, -0.219, 0.142], [-0.318, -2.003, 0.673], [1.736, -2.315, -2.898], [2.221, 0.548, -1.179], [1.455, -0.256, 0.216], [0.653, 0.504, 1.855], [0.279, 1.213, -1.375], [7.428, 1.479, 1.295], [1.382, 3.663, -0.584], [4.400, 3.464, -0.285]],
  "nbo_charge": [-0.64, 0.19, -0.43, -0.43, -0.21, -0.41, -0.43, 0.26, -0.67, -0.60, 0.21, 0.22, 0.27, 0.23, 0.22, 0.21, 0.23, 0.18, 0.21, 0.21, 0.21, 0.23, 0.22, 0.24, 0.24, 0.22, 0.19, 0.22, -0.60],
  "de_lowest_kcal_mol": 230.4,
  "e_lumo_ev": 0.81,
  "multiplicity": 1
}